(1)
{"formula": "CHF3MgNNiO3S2", "method": "the ωB97M-V functional and the def2-TZVPD basis", "total_charge": 1, "multiplicity": 3, "de_lowest_kcal_mol": 114.3, "species": ["Ni", "S", "S", "Mg", "F", "F", "F", "O", "O", "O", "N", "C", "H"], "coordinates": [[-1.0099, 3.6170, 0.4064], [-1.3493, 1.0323, -0.8282], [-3.2169, 2.4035, 0.9464], [3.3169, 2.1928, 0.0536], [-2.3692, -1.2737, -0.0724], [-1.1792, -0.3090, 1.4337], [-0.2435, -1.3060, -0.2491], [-4.0339, 3.8744, 1.1526], [2.3860, 0.5737, -0.0625], [-0.3733, 1.9649, -0.0697], [-2.8664, 1.4615, -0.4713], [-1.2684, -0.5694, 0.1365], [2.3402, -0.0144, -0.8166]]}

(2)
{"formula": "C4H11O3", "method": "the ωB97M-V functional and the def2-TZVPD basis", "multiplicity": 2, "de_lowest_kcal_mol": 5.0, "species": ["O", "O", "O", "C", "C", "C", "C", "H", "H", "H", "H", "H", "H", "H", "H", "H", "H", "H"], "coordinates": [[-0.4936, -1.2082, 3.7360], [0.7382, -1.6561, 0.3603], [-1.9238, 1.2899, 3.4565], [0.0340, -0.8960, 2.4501], [-1.0097, -0.6560, 5.9754], [-0.6128, -0.2147, 4.6244], [0.4033, -2.1471, 1.6479], [-1.8599, 0.4363, 4.0328], [-1.2921, 0.1486, 6.6478], [-0.1215, -1.1550, 6.3480], [0.1302, 0.6020, 4.5560], [-2.8278, 1.6202, 3.4631], [1.2677, -2.6065, 2.1510], [-1.8313, -1.3694, 5.8604], [1.1506, -2.4209, -0.0666], [0.9556, -0.3110, 2.5986], [-0.4508, -2.8386, 1.6327], [-0.7100, -0.2859, 1.8968]]}

(3)
{"formula": "C24H26N4OS", "method": "the ωB97M-V functional and the def2-TZVPD basis", "smiles": "Cc1ccc(CNC(=O)CNC(=S)N(Cc2ccccc2)Cc2cccnc2)cc1", "de_lowest_kcal_mol": 0.2, "species": ["S", "O", "N", "N", "N", "N", "C", "C", "C", "C", "C", "C", "C", "C", "C", "C", "C", "C", "C", "C", "C", "C", "C", "C", "C", "C", "C", "C", "C", "C", "H", "H", "H", "H", "H", "H", "H", "H", "H", "H", "H", "H", "H", "H", "H", "H", "H", "H", "H", "H", "H", "H", "H", "H", "H", "H"], "coordinates": [[0.2372, -2.8408, -1.6632], [1.9249, -3.2386, 3.0126], [-0.4780, -2.4320, 0.8272], [2.4019, -2.4959, 0.9260], [-4.8542, 1.1207, -2.1822], [-0.8992, -0.6872, -0.6531], [-2.8864, -0.2178, -1.9630], [0.5472, 1.8765, -0.5638], [-1.2265, 3.9932, -0.3881], [0.9244, 3.1321, -1.0014], [3.3360, -0.2881, 1.3991], [-1.3865, -0.3212, -1.9726], [0.0386, 4.1935, -0.9125], [3.8111, 1.9990, 0.8198], [-0.7269, 1.6671, -0.0482], [2.0896, 1.5146, 2.3982], [-5.5893, 0.0596, -1.8991], [2.5625, 3.9164, 1.8706], [-3.5412, 0.9828, -2.2145], [3.6039, -1.7686, 1.2776], [-3.6715, -1.3276, -1.6666], [-1.1282, 0.2844, 0.4032], [-1.6105, 2.7325, 0.0374], [-0.4193, -1.9321, -0.4280], [2.8264, 2.4541, 1.6844], [-5.0483, -1.1911, -1.6367], [2.3440, 0.1644, 2.2632], [4.0586, 0.6444, 0.6712], [1.6325, -3.1078, 1.8426], [0.2878, -3.5760, 1.2672], [1.3176, 1.8525, 3.0755], [1.2381, 1.0490, -0.6306], [-0.5008, 0.0274, 1.2632], [4.8304, 0.3122, -0.0085], [2.8320, 4.2192, 2.8822], [-2.1816, 0.2844, 0.7160], [4.3965, 2.7109, 0.2553], [3.9346, -2.1623, 2.2443], [-0.2686, -4.1049, 2.0424], [3.1410, 4.5106, 1.1682], [-2.6042, 2.5764, 0.4323], [-6.6587, 0.2232, -1.8820], [4.3739, -1.9611, 0.5270], [1.9125, 3.2812, -1.4087], [-0.8665, -1.8619, 1.5627], [-0.9418, 0.6265, -2.2852], [1.7870, -0.5532, 2.8485], [2.0756, -2.4411, -0.0309], [-2.9801, 1.8782, -2.4523], [-5.6861, -2.0329, -1.4159], [0.4483, -4.2335, 0.4092], [-1.9213, 4.8165, -0.3170], [-3.2041, -2.2822, -1.4670], [1.5054, 4.1345, 1.7264], [0.3341, 5.1750, -1.2519], [-1.0637, -1.1046, -2.6643]]}

(4)
{"formula": "C21H18N3", "method": "the ωB97M-V functional and the def2-TZVPD basis", "total_charge": 1, "de_lowest_kcal_mol": 0.0, "species": ["N", "N", "N", "C", "C", "C", "C", "C", "C", "C", "C", "C", "C", "C", "C", "C", "C", "C", "C", "C", "C", "C", "C", "C", "H", "H", "H", "H", "H", "H", "H", "H", "H", "H", "H", "H", "H", "H", "H", "H", "H", "H"], "coordinates": [[0.3066, -0.3510, -4.1086], [-0.4668, -0.2835, -2.0110], [-1.0032, 0.6015, 0.7483], [-0.8950, -0.7429, 4.7641], [-1.7325, 0.3450, -0.3373], [0.0159, 1.6227, 0.8582], [-1.1030, -0.0384, 2.0341], [2.2416, 3.1641, 1.6185], [-0.0593, 0.4588, 2.8572], [0.5821, -2.5045, -1.2960], [1.7248, 2.2507, 2.5419], [-1.9523, -1.2153, 3.9547], [0.2508, -1.4668, -2.1663], [-2.0608, -0.8831, 2.5795], [-2.3199, 1.4978, -1.1137], [1.6856, 3.2764, 0.3299], [0.0562, 0.1233, 4.2140], [-0.4159, 0.3484, -3.1792], [0.7436, -1.5279, -3.4942], [1.8350, -3.5969, -3.1238], [1.5274, -2.5514, -4.0042], [1.3729, -3.5590, -1.7940], [0.5819, 2.4863, -0.0682], [0.6451, 1.4642, 2.1219], [0.1876, 2.5343, -1.0769], [2.1142, 4.0081, -0.3564], [-3.2289, 1.1754, -1.6496], [-2.0107, -0.7312, -0.4731], [0.2102, -2.4454, -0.2769], [1.8741, -2.5133, -5.0428], [-2.7042, -1.8395, 4.4314], [-2.8663, -1.2542, 1.9455], [-2.5217, 2.4512, -0.5483], [-0.8545, 1.3031, -3.4766], [0.8447, 0.5931, 4.8164], [2.0948, 2.1489, 3.5771], [3.0839, 3.7912, 1.9198], [-0.8181, -1.0243, 5.8269], [1.6415, -4.3895, -1.1299], [2.4371, -4.4365, -3.4651], [-1.5217, 1.7520, -1.8645], [0.4774, -0.0421, -5.0830]]}

(5)
{"formula": "C9H13IN2S", "method": "the ωB97M-V functional and the def2-TZVPD basis", "de_lowest_kcal_mol": 65.3, "species": ["I", "S", "N", "N", "C", "C", "C", "C", "C", "C", "C", "C", "C", "H", "H", "H", "H", "H", "H", "H", "H", "H", "H", "H", "H", "H"], "coordinates": [[-3.5735, 0.7093, 0.4770], [0.4985, -1.6762, -2.4824], [0.0861, 2.6136, 1.7526], [1.8407, -0.2099, 0.9295], [-1.5103, 0.2821, -2.8417], [-1.7565, 1.7504, 0.5238], [-1.0155, 0.7716, 2.7464], [0.0743, 0.1250, -0.8059], [-0.8933, 1.7500, 1.6597], [2.5035, -2.7337, -0.8054], [1.4744, -1.6202, -1.0575], [1.0837, -0.6246, -0.1856], [-0.4273, -0.2355, -1.9621], [-1.3117, 0.2407, -3.8638], [2.5888, -2.8158, 0.3243], [-1.7666, 1.3257, -2.6087], [-0.3974, 0.9807, 3.6128], [2.1903, -0.9131, 1.4485], [0.1061, 3.3219, 1.1139], [2.0934, -3.6914, -1.2147], [3.4372, -2.4793, -1.1731], [-1.9637, 0.5669, 3.1395], [-0.7674, -0.2524, 2.4968], [1.3372, 0.5282, 1.3916], [-1.5948, 2.4043, -0.2222], [-2.3362, -0.1184, -2.3934]]}

(6)
{"formula": "C9H21N3O3Rb", "method": "the ωB97M-V functional and the def2-TZVPD basis", "total_charge": 1, "de_lowest_kcal_mol": 3.6, "species": ["Rb", "O", "O", "O", "N", "N", "N", "C", "C", "C", "C", "C", "C", "C", "C", "C", "H", "H", "H", "H", "H", "H", "H", "H", "H", "H", "H", "H", "H", "H", "H", "H", "H", "H", "H", "H", "H"], "coordinates": [[-0.4986, 0.1870, 0.2352], [-0.2072, -1.7010, -1.8609], [-2.9431, 0.8130, -1.1897], [2.0668, 0.7611, 1.3662], [1.8935, -2.4608, -1.5252], [-5.0480, 1.2417, -0.5113], [3.7459, 1.7555, 2.4645], [0.8818, -2.0456, -2.3090], [4.6124, 1.7771, 1.3037], [1.7261, 1.2615, 3.6880], [-4.3457, -1.0778, -0.7709], [-4.8121, 2.6471, -0.2122], [1.1645, -2.0340, -3.7881], [1.8215, -2.6507, -0.1048], [-4.0610, 0.3994, -0.8756], [2.5132, 1.2452, 2.4074], [-4.7795, 3.2415, -1.1291], [4.1579, 2.3357, 0.4861], [1.6842, -3.6953, 0.1840], [-3.4914, -1.5749, -0.3185], [-5.2154, -1.2887, -0.1461], [2.7250, -2.2818, 0.3807], [2.0052, -2.6803, -4.0463], [0.2851, -2.3998, -4.3110], [-5.6802, 3.0174, 0.3266], [-5.9809, 0.8713, -0.4664], [4.1148, 2.1012, 3.3324], [4.8045, 0.7678, 0.9337], [-4.5343, -1.5207, -1.7479], [1.4087, -1.0346, -4.1452], [0.6708, 1.4134, 3.4620], [1.8331, 0.3355, 4.2511], [-3.8756, 2.7465, 0.3229], [5.5709, 2.2199, 1.5549], [1.0073, -2.1138, 0.3801], [2.0085, 2.0817, 4.3507], [2.7715, -2.6604, -1.9718]]}

(7)
{"formula": "C3H7N4S", "method": "the ωB97M-V functional and the def2-TZVPD basis", "total_charge": 1, "smiles": "CC1=NN=S(#[NH+])N1C", "de_lowest_kcal_mol": 81.9, "species": ["S", "N", "N", "N", "N", "C", "C", "C", "H", "H", "H", "H", "H", "H", "H"], "coordinates": [[-2.0011, -0.6582, -0.4834], [-2.1121, 1.0782, -0.3805], [-1.0387, 1.6635, -0.3380], [-0.1366, -0.2815, 0.0737], [-2.8247, -1.1782, 0.6582], [0.1042, 0.9502, -0.1706], [1.4827, 1.5149, -0.3369], [0.9134, -1.2949, 0.4034], [1.4699, 2.6341, -0.2107], [0.9340, -1.9920, -0.4466], [-3.1614, -2.1141, 0.5093], [0.6353, -1.9623, 1.2331], [2.1355, 0.9875, 0.3309], [1.6952, 1.3970, -1.3502], [1.9043, -0.7442, 0.5083]]}

(8)
{"formula": "C4H8N2O", "method": "the ωB97M-V functional and the def2-TZVPD basis", "de_lowest_kcal_mol": 105.9, "species": ["O", "N", "N", "C", "C", "C", "C", "H", "H", "H", "H", "H", "H", "H", "H"], "coordinates": [[2.7553, -0.4742, -0.0127], [-0.1006, 1.1964, -0.4011], [1.5553, -0.9760, -0.5602], [0.5594, -0.5498, 0.1264], [-0.7316, -0.1745, -0.5707], [-2.0851, -0.3057, 0.1177], [0.5376, 0.7392, 0.8972], [1.4918, 1.1915, 1.1608], [3.3921, -1.1423, -0.2876], [-2.0557, -0.0464, 1.1804], [-0.7907, -0.4882, -1.6158], [-2.8082, 0.3635, -0.3621], [-0.1757, 0.8154, 1.7229], [0.7089, 1.0709, -1.0383], [-2.4681, -1.3283, 0.0335]]}

(9)
{"formula": "C3H3N3S", "method": "the ωB97M-V functional and the def2-TZVPD basis", "de_lowest_kcal_mol": 188.5, "species": ["S", "N", "N", "N", "C", "C", "C", "H", "H", "H"], "coordinates": [[-2.5673, -0.4393, -0.0002], [-0.6008, 1.9109, -0.0184], [1.2169, 0.1524, -0.3202], [1.3283, -1.2564, 0.0448], [-0.9924, -0.4982, -0.3448], [0.0249, -1.6464, -0.0850], [-0.0666, 0.7600, -0.1683], [0.0701, 2.8106, -0.3712], [-0.3337, -2.6581, -0.1531], [1.9205, 0.8645, 1.4165]]}

(10)
{"formula": "C3H4BrNO", "method": "the ωB97M-V functional and the def2-TZVPD basis", "de_lowest_kcal_mol": 13.6, "species": ["Br", "O", "N", "C", "C", "C", "H", "H", "H", "H"], "coordinates": [[2.9957, 1.7061, -1.5669], [1.4033, -2.7628, -1.1871], [0.7052, 0.4702, 0.3891], [1.5788, -1.7081, -1.5850], [-0.4103, 0.3112, 0.6526], [-1.7623, 0.2583, 0.9874], [1.8319, 0.9525, -0.8579], [-1.8166, 0.0515, 2.0227], [-2.2208, 1.2754, 0.6931], [-2.3051, -0.5543, 0.4518]]}

(11)
{"formula": "C17H20F3O3Pb", "method": "the ωB97M-V functional and the def2-TZVPD basis", "total_charge": -1, "total_energy_ev": -37493.0047, "species": ["Pb", "F", "F", "F", "O", "O", "O", "C", "C", "C", "C", "C", "C", "C", "C", "C", "C", "C", "C", "C", "C", "C", "C", "C", "H", "H", "H", "H", "H", "H", "H", "H", "H", "H", "H", "H", "H", "H", "H", "H", "H", "H", "H", "H"], "coordinates": [[-0.0132, -0.1303, 0.8801], [-1.5556, -2.5959, 4.4401], [-0.2460, -0.9959, 3.6999], [0.6388, -2.8322, 4.5173], [0.1180, -1.2696, -0.8334], [-0.6037, -4.2820, 2.3969], [-0.2232, -2.3373, 1.3335], [-0.1648, -0.1865, -3.6501], [-1.9967, 2.0073, 2.2536], [3.0651, -0.0396, 1.3300], [2.6105, 0.8169, 2.3942], [0.6584, 1.0078, -3.1594], [-2.2999, 2.0885, -0.0288], [-2.9903, 0.9160, 0.4619], [-0.4154, -3.0763, 2.3644], [-2.7851, 0.8724, 1.8973], [2.2729, 2.0879, 1.8034], [-0.3978, -2.3708, 3.7650], [2.5311, 1.9975, 0.3973], [-1.6666, -0.1594, -3.3976], [3.0160, 0.6971, 0.1193], [-1.7010, 2.7419, 1.0913], [0.5391, -2.0715, -1.8870], [0.4653, -1.5669, -3.4279], [-2.0896, -1.0407, -2.8957], [1.6295, 0.7864, -2.6914], [-0.0548, -2.9832, -1.7341], [1.5129, -1.6247, -3.7993], [0.1665, 1.7122, -2.4714], [3.3575, 0.3317, -0.8679], [1.9418, 2.9637, 2.3428], [-3.5723, 0.2329, -0.1175], [-2.0996, -0.1233, -4.4132], [-0.0806, -2.3684, -3.9738], [-1.7129, 2.2800, 3.2876], [2.5683, 0.5747, 3.4399], [-1.1408, 3.6895, 1.0430], [-2.0682, 0.7044, -2.8554], [-3.1959, 0.1241, 2.5626], [0.8780, 1.5773, -4.0833], [1.5674, -2.3337, -1.6155], [2.4156, 2.8184, -0.3175], [-2.3015, 2.4274, -1.0585], [3.4228, -1.0677, 1.4576]]}

(12)
{"formula": "C16H39N4O5P", "method": "the ωB97M-V functional and the def2-TZVPD basis", "smiles": "CCCNPN=C=O.COCCNCCOC.COCCNCCOC", "de_lowest_kcal_mol": 9.8, "species": ["P", "O", "O", "O", "O", "O", "N", "N", "N", "N", "C", "C", "C", "C", "C", "C", "C", "C", "C", "C", "C", "C", "C", "C", "C", "C", "H", "H", "H", "H", "H", "H", "H", "H", "H", "H", "H", "H", "H", "H", "H", "H", "H", "H", "H", "H", "H", "H", "H", "H", "H", "H", "H", "H", "H", "H", "H", "H", "H", "H", "H", "H", "H", "H", "H"], "coordinates": [[-3.1422, -4.2798, -3.0747], [-0.5744, -6.8701, -3.2487], [3.9056, 3.3537, -0.7094], [-0.4742, 0.5852, 3.4714], [-0.6860, -3.0882, 0.8371], [-0.3452, 4.3644, 0.4688], [2.1811, 5.8869, -0.0570], [-2.9802, -6.0485, -3.1611], [-1.5937, -3.5546, -2.6295], [-2.0522, -2.1188, 3.3189], [-2.0418, -3.3731, 1.1911], [3.4455, 5.7922, -0.7930], [0.6964, -3.9709, -3.8540], [0.9973, 5.8453, -0.9170], [-0.2111, 4.3546, 1.8825], [-0.7378, -3.2420, -3.8197], [0.2068, 0.0019, 2.3703], [-2.6418, -2.2088, 1.9829], [1.3328, -4.3411, -2.4264], [0.2514, -3.9173, 1.5079], [-0.2812, 5.6786, -0.0917], [-1.8925, 0.4377, 3.4328], [-1.7243, -6.4195, -2.9929], [3.7195, 4.4858, -1.5545], [2.7040, 2.7030, -0.3267], [-2.3966, -0.8851, 4.0314], [0.9364, 6.7765, -1.4905], [-2.2900, 1.2446, 4.0578], [2.9714, 4.2811, -2.3276], [-0.4140, 3.3413, 2.2354], [1.7609, -5.4188, -2.5139], [1.2366, -3.7323, 1.0755], [-2.4665, -1.2925, 1.4094], [1.9307, 2.7643, -1.0958], [3.5164, 6.6368, -1.4873], [-4.0639, -4.0424, -1.9728], [0.0074, -4.9759, 1.3744], [-1.9756, -0.9803, 5.0379], [2.1391, 5.1168, 0.6033], [4.6686, 4.6163, -2.0853], [0.2940, -3.6748, 2.5734], [-2.2807, 0.6226, 2.4255], [4.2445, 5.9256, -0.0559], [0.4981, -1.0229, 2.6071], [1.0482, 5.0087, -1.6216], [-0.3802, 0.0322, 1.4494], [-1.0412, -2.1686, 3.2397], [-3.7232, -2.3564, 2.0758], [2.3394, 3.1093, 0.6185], [-0.9290, 5.0351, 2.3510], [-2.1384, -4.3198, 1.7347], [2.1970, -3.6219, -2.1449], [-1.1410, 5.7748, -0.7622], [-0.3701, 6.4596, 0.6721], [-0.5900, -2.1110, -4.0119], [1.4313, -3.2216, -4.3597], [0.8071, 4.6224, 2.1780], [0.6853, -4.8887, -4.5651], [-1.8327, -2.6232, -2.2203], [-3.4845, -0.8359, 4.1507], [1.1282, 0.5679, 2.2076], [0.6017, -4.3654, -1.5462], [-1.3243, -3.6274, -4.7515], [-2.5953, -3.4750, 0.2519], [2.9335, 1.6476, -0.1554]]}

Please write out number 6 again, unchanged.
{"formula": "C9H21N3O3Rb", "method": "the ωB97M-V functional and the def2-TZVPD basis", "total_charge": 1, "de_lowest_kcal_mol": 3.6, "species": ["Rb", "O", "O", "O", "N", "N", "N", "C", "C", "C", "C", "C", "C", "C", "C", "C", "H", "H", "H", "H", "H", "H", "H", "H", "H", "H", "H", "H", "H", "H", "H", "H", "H", "H", "H", "H", "H"], "coordinates": [[-0.4986, 0.1870, 0.2352], [-0.2072, -1.7010, -1.8609], [-2.9431, 0.8130, -1.1897], [2.0668, 0.7611, 1.3662], [1.8935, -2.4608, -1.5252], [-5.0480, 1.2417, -0.5113], [3.7459, 1.7555, 2.4645], [0.8818, -2.0456, -2.3090], [4.6124, 1.7771, 1.3037], [1.7261, 1.2615, 3.6880], [-4.3457, -1.0778, -0.7709], [-4.8121, 2.6471, -0.2122], [1.1645, -2.0340, -3.7881], [1.8215, -2.6507, -0.1048], [-4.0610, 0.3994, -0.8756], [2.5132, 1.2452, 2.4074], [-4.7795, 3.2415, -1.1291], [4.1579, 2.3357, 0.4861], [1.6842, -3.6953, 0.1840], [-3.4914, -1.5749, -0.3185], [-5.2154, -1.2887, -0.1461], [2.7250, -2.2818, 0.3807], [2.0052, -2.6803, -4.0463], [0.2851, -2.3998, -4.3110], [-5.6802, 3.0174, 0.3266], [-5.9809, 0.8713, -0.4664], [4.1148, 2.1012, 3.3324], [4.8045, 0.7678, 0.9337], [-4.5343, -1.5207, -1.7479], [1.4087, -1.0346, -4.1452], [0.6708, 1.4134, 3.4620], [1.8331, 0.3355, 4.2511], [-3.8756, 2.7465, 0.3229], [5.5709, 2.2199, 1.5549], [1.0073, -2.1138, 0.3801], [2.0085, 2.0817, 4.3507], [2.7715, -2.6604, -1.9718]]}